# 1
Density functional theory data (ωB97M-V/def2-TZVPD) for a single C4H5NO molecule.

For the highest occupied orbital energy, the calculation gives -7.567 eV. The total energy comes out at -7762.1795 eV. For the lowest unoccupied orbital energy, the calculation gives -0.74 eV.

ORCA input file:
```
! RIJCOSX wB97M-V def2-TZVPD def2/J DEFGRID3
* xyz 0 1
O -1.389 0.206 1.840
C -0.529 -0.011 1.033
N -0.861 0.785 -0.331
C -0.393 0.750 -1.522
C 1.345 -1.032 -0.122
C 0.685 -0.772 1.047
H -1.612 1.448 -0.138
H 0.423 0.020 -1.675
H -0.794 1.436 -2.279
H 2.195 -1.705 0.087
H 0.929 -1.125 2.060
*
```

=====

# 2
Density functional theory data (ωB97M-V/def2-TZVPD) for a single CFOPS molecule in a non-equilibrium geometry.

For the highest occupied orbital energy (spin up / spin down), the calculation gives -9.580 / -9.579 eV. The total energy comes out at -25923.0835 eV. For the lowest unoccupied orbital energy (spin up / spin down), the calculation gives -2.09 / -2.09 eV.

ORCA input file:
```
! RIJCOSX wB97M-V def2-TZVPD def2/J DEFGRID3
* xyz 0 1
C 0.427 0.505 0.360
O -1.484 -1.189 -0.619
F 0.427 1.696 -0.054
P -0.517 -1.165 0.460
S 1.853 -0.774 -0.159
*
```

=====

# 3
Density functional theory data (ωB97M-V/def2-TZVPD) for 2 unconnected molecules or ions with the total composition CH2N2O3S in a non-equilibrium geometry.

For the highest occupied orbital energy (spin up / spin down), the calculation gives 1.279 / 1.285 eV. The total energy comes out at -21024.5980 eV. For the lowest unoccupied orbital energy (spin up / spin down), the calculation gives 6.42 / 6.42 eV.

ORCA input file:
```
! RIJCOSX wB97M-V def2-TZVPD def2/J DEFGRID3
* xyz -2 1
C 2.244 -1.517 -0.150
N 2.771 -0.190 -0.285
N -0.349 0.676 -0.228
O 2.712 -2.219 0.770
O 1.443 -1.873 -1.029
O 2.976 2.274 -0.278
S 2.243 1.114 0.345
H -0.395 0.521 0.791
H 0.010 -0.198 -0.596
*
```

=====

The following energy relative to the best compared isomer or geometry (same formula, charge and spin) values (in eV) correspond, in order, to the records above: 4.347; 3.152; 1.280.